Formula: C27H45BrCaN2O2P2
Source: the OMol25 dataset
Level of theory: wB97M-V/def2-TZVPD

**Gap between HOMO and LUMO**: 7.5864 eV
**Energy above the lowest of the compared OMol25 structures with the same formula, charge and spin**: 0.0 kJ/mol
**Highest occupied orbital energy**: -13.2005 eV
**Lowest unoccupied orbital energy**: -5.61 eV
**Charge**: +2
**M**: 611.60 g mol⁻¹
**Energy**: -142852.5041 eV

Each line ends with the Mulliken charge.
Geometry (Å):
1 N 5.8912 1.2611 1.4527  -0.53
2 C 4.9306 1.6047 2.3176  -0.52
3 C 3.7658 0.8447 2.4721  -0.30
4 C 3.6458 -0.3545 1.7255  0.67
5 C 4.6298 -0.6513 0.7539  -0.34
6 C 5.7520 0.1820 0.6859  -0.61
7 C 2.5018 -1.2208 1.8954  -0.38
8 Ca -0.0233 0.5134 0.6204  1.07
9 P -2.3279 -0.5065 -0.1991  0.53
10 C 2.1609 -2.1861 0.9999  -0.17
11 C 0.9770 -2.9876 1.1350  0.63
12 C 0.6841 -3.9626 0.1558  -0.57
13 C -0.4239 -4.7907 0.2726  -0.50
14 C -1.3443 -4.5211 1.3041  -0.61
15 C -1.0677 -3.6072 2.3071  -0.19
16 C 0.0565 -2.7912 2.1968  -0.52
17 Br -3.0956 -5.3819 1.3029  -0.07
18 H 1.8796 -1.0148 2.7748  0.56
19 H 2.7311 -2.3533 0.0980  0.14
20 H 2.9782 1.1731 3.1695  0.36
21 H 4.5548 -1.5129 0.0997  0.54
22 H 5.0916 2.4982 2.9356  0.35
23 H 6.5595 -0.0714 -0.0031  0.41
24 H 1.3715 -4.0786 -0.6897  0.42
25 H 0.2378 -2.0459 2.9631  0.43
26 H -0.5911 -5.6292 -0.3980  0.44
27 H -1.7193 -3.5363 3.1783  0.49
28 P 1.2467 1.1109 -2.0365  0.96
29 C -3.0477 -0.5376 1.4846  -0.49
30 C -4.1954 -1.5194 1.6795  -1.33
31 H -3.3729 0.4831 1.7370  0.56
32 H -2.2518 -0.8010 2.2035  0.42
33 H -4.6000 -1.4272 2.6950  0.44
34 H -5.0246 -1.3376 0.9902  0.26
35 H -3.8862 -2.5644 1.5681  0.13
36 C -2.4647 -2.1683 -0.8972  0.99
37 C -3.7743 -2.4595 -1.6058  -1.46
38 H -2.2858 -2.8891 -0.0884  -0.96
39 H -1.6225 -2.2862 -1.6002  0.27
40 H -3.7437 -3.4812 -2.0013  0.46
41 H -4.6327 -2.3998 -0.9284  0.25
42 H -3.9534 -1.7854 -2.4497  0.33
43 C -3.2587 0.6772 -1.2111  -0.28
44 C -4.7503 0.7391 -0.9229  -1.49
45 H -3.0676 0.4124 -2.2620  0.44
46 H -2.8094 1.6742 -1.0541  0.26
47 H -5.2155 1.4904 -1.5710  0.46
48 H -5.2523 -0.2142 -1.1150  0.27
49 H -4.9636 1.0223 0.1120  0.31
50 C 0.8478 2.7410 -2.8336  -0.88
51 C -0.6356 3.1173 -2.7954  -1.05
52 H 1.2321 2.6931 -3.8689  0.50
53 H 1.4404 3.5005 -2.2981  0.33
54 H -0.7802 4.0621 -3.3416  0.43
55 H -1.2663 2.3482 -3.2673  0.24
56 H -0.9669 3.2698 -1.7546  0.09
57 C 0.7160 0.0033 -3.4085  -0.74
58 C 1.0554 -1.4645 -3.1994  -1.15
59 H 1.1661 0.3943 -4.3314  0.58
60 H -0.3696 0.1314 -3.5017  0.36
61 H 0.6546 -2.0617 -4.0259  0.44
62 H 2.1359 -1.6326 -3.1625  0.36
63 H 0.6248 -1.8612 -2.2727  0.02
64 C 3.0717 1.1079 -2.3588  -0.61
65 C 3.8521 2.1989 -1.6239  -1.28
66 H 3.2114 1.1856 -3.4517  0.50
67 H 3.4293 0.1138 -2.0471  0.23
68 H 4.9305 2.0325 -1.7683  0.39
69 H 3.6004 3.1996 -2.0021  0.36
70 H 3.6531 2.1735 -0.5426  0.21
71 N -0.5274 3.8128 4.0541  -0.23
72 C -0.5161 4.1818 2.6017  -0.70
73 C -0.2483 2.8859 1.8758  0.96
74 O -0.3779 2.7983 0.6035  -0.67
75 O 0.0405 1.8676 2.6084  -1.00
76 H -1.4904 3.5762 4.3274  0.37
77 H -0.2046 4.5822 4.6550  0.38
78 H 0.0434 2.9421 4.1558  0.30
79 H -1.4918 4.5776 2.3104  0.38
80 H 0.2896 4.9106 2.4114  0.32